1.
Entry from the Open Molecules 2025 dataset: a cluster of 2 separate species, H4NO2Si in total at a distorted geometry (the ωB97M-V functional and the def2-TZVPD basis).

Element x y z (Å)
N 2.925 0.435 -0.049
O 3.999 -0.165 0.139
O 0.905 -1.097 -0.154
Si -0.467 -0.382 0.190
H 2.884 0.903 -0.987
H -0.678 1.054 0.397
H -1.408 -0.511 -0.970
H -0.959 -1.040 1.511

Properties
gap between HOMO and LUMO	7.83	eV
energy relative to the best compared isomer or geometry (same formula, charge and spin)	0.7234	eV
net charge	-1
lowest unoccupied orbital energy	4.05	eV

***

2.
Entry from the Open Molecules 2025 dataset: a cluster of 2 separate species, H4NS in total at a distorted geometry (the ωB97M-V functional and the def2-TZVPD basis).

Element x y z (Å)
N 0.738 0.640 -0.598
H -0.009 0.175 0.050
H 1.247 -0.006 -1.156
H 1.333 1.347 -0.108
S -1.231 -0.692 1.207
H -2.077 -1.464 0.604

Properties
gap between HOMO and LUMO	7.60	eV
energy relative to the best compared isomer or geometry (same formula, charge and spin)	0.4910	eV
net charge	-1
lowest unoccupied orbital energy	4.91	eV

***

3.
Entry from the Open Molecules 2025 dataset: a cluster of 2 separate species, H4NS in total at a distorted geometry (the ωB97M-V functional and the def2-TZVPD basis).

Element x y z (Å)
N 1.099 1.454 -0.829
H 0.499 0.581 -0.509
H 1.044 2.069 -0.016
H 2.130 1.235 -0.699
S -0.675 -0.785 0.484
H -0.564 -1.504 -0.726

Properties
gap between HOMO and LUMO	7.67	eV
energy relative to the best compared isomer or geometry (same formula, charge and spin)	0.3565	eV
net charge	-1
lowest unoccupied orbital energy	4.95	eV

***

4.
Entry from the Open Molecules 2025 dataset: a cluster of 2 separate species, H4O2 in total at a distorted geometry (the ωB97M-V functional and the def2-TZVPD basis).

Element x y z (Å)
O 0.406 1.497 -1.354
H 0.249 2.412 -1.167
H 0.307 1.182 -0.397
O -0.423 -1.336 0.985
H -0.635 -1.987 1.689
H 0.095 -1.768 0.245

Properties
gap between HOMO and LUMO	12.22	eV
energy relative to the best compared isomer or geometry (same formula, charge and spin)	0.3187	eV
lowest unoccupied orbital energy	0.82	eV

***

5.
Entry from the Open Molecules 2025 dataset: a cluster of 2 separate species, H4O2 in total at a distorted geometry (the ωB97M-V functional and the def2-TZVPD basis).

Element x y z (Å)
O -0.365 1.634 -0.531
H -0.339 0.685 -0.242
H 0.508 1.804 -0.161
O 0.260 -1.090 0.188
H 0.280 -1.360 1.091
H -0.344 -1.674 -0.345

Properties
gap between HOMO and LUMO	11.44	eV
energy relative to the best compared isomer or geometry (same formula, charge and spin)	0.1918	eV
lowest unoccupied orbital energy	0.59	eV

***

6.
Entry from the Open Molecules 2025 dataset: a cluster of 2 separate species, H4O2 in total (the ωB97M-V functional and the def2-TZVPD basis).

Element x y z (Å)
O -1.947 0.091 0.683
H -2.225 0.957 0.981
H -2.665 -0.491 0.935
O 2.495 -0.505 -0.930
H 1.570 -0.462 -0.688
H 2.772 0.409 -0.981

Properties
gap between HOMO and LUMO	12.22	eV
energy relative to the best compared isomer or geometry (same formula, charge and spin)	0.1708	eV
lowest unoccupied orbital energy	0.83	eV

***

7.
Entry from the Open Molecules 2025 dataset: a structure of composition H4O2 at a distorted geometry (the ωB97M-V functional and the def2-TZVPD basis).

Element x y z (Å)
O -0.745 0.001 1.147
H -0.503 -0.842 1.531
H -0.173 0.090 0.385
O 0.327 0.179 -0.666
H 1.036 0.780 -0.898
H 0.059 -0.208 -1.499

Properties
gap between HOMO and LUMO	10.22	eV
energy relative to the best compared isomer or geometry (same formula, charge and spin)	1.4822	eV
lowest unoccupied orbital energy	0.40	eV

***

8.
Entry from the Open Molecules 2025 dataset: a cluster of 2 separate species, H4O2 in total at a distorted geometry (the ωB97M-V functional and the def2-TZVPD basis).

Element x y z (Å)
O 0.154 1.433 0.887
H 0.771 1.090 1.528
H -0.064 0.693 0.254
O -0.232 -1.243 -0.983
H 0.566 -1.798 -0.945
H -0.649 -1.504 -0.067

Properties
gap between HOMO and LUMO	11.80	eV
energy relative to the best compared isomer or geometry (same formula, charge and spin)	0.2801	eV
lowest unoccupied orbital energy	0.51	eV

***

9.
Entry from the Open Molecules 2025 dataset: a cluster of 2 separate species, H4O2 in total at a distorted geometry (the ωB97M-V functional and the def2-TZVPD basis).

Element x y z (Å)
O -0.485 -1.444 -0.204
H -0.352 -0.482 -0.353
H 0.219 -1.831 0.345
O 0.468 1.286 0.150
H -0.494 1.449 0.023
H 0.764 2.128 0.416

Properties
gap between HOMO and LUMO	11.68	eV
energy relative to the best compared isomer or geometry (same formula, charge and spin)	0.2798	eV
lowest unoccupied orbital energy	0.63	eV

***

10.
Entry from the Open Molecules 2025 dataset: a cluster of 2 separate species, H4O2 in total at a distorted geometry (the ωB97M-V functional and the def2-TZVPD basis).

Element x y z (Å)
O -0.002 -0.123 1.553
H -0.726 0.037 2.233
H -0.387 0.080 0.713
O 0.111 0.210 -1.462
H 0.620 -0.674 -1.386
H -0.382 -0.132 -2.288

Properties
gap between HOMO and LUMO	11.87	eV
energy relative to the best compared isomer or geometry (same formula, charge and spin)	0.3628	eV
lowest unoccupied orbital energy	0.69	eV

***

11.
Entry from the Open Molecules 2025 dataset: a cluster of 2 separate species, H4O2 in total at a distorted geometry (the ωB97M-V functional and the def2-TZVPD basis).

Element x y z (Å)
O -2.383 2.957 -0.385
H -2.110 2.473 0.427
H -1.635 2.831 -1.012
O 2.121 -2.721 -0.069
H 1.271 -2.539 0.392
H 2.736 -3.001 0.647

Properties
gap between HOMO and LUMO	12.35	eV
energy relative to the best compared isomer or geometry (same formula, charge and spin)	0.2586	eV
lowest unoccupied orbital energy	0.76	eV

***

12.
Entry from the Open Molecules 2025 dataset: a cluster of 2 separate species, H4O2 in total at a distorted geometry (the ωB97M-V functional and the def2-TZVPD basis).

Element x y z (Å)
O 1.772 0.210 -0.117
H 2.470 -0.369 0.133
H 1.123 -0.460 -0.348
O -2.109 0.028 -0.159
H -1.845 0.995 0.113
H -1.412 -0.404 0.378

Properties
gap between HOMO and LUMO	12.25	eV
energy relative to the best compared isomer or geometry (same formula, charge and spin)	0.4160	eV
lowest unoccupied orbital energy	0.60	eV